C10H31N9O2Pb as an isolated structure. Source: the Open Molecules 2025 dataset; level of theory: the ωB97M-V functional and the def2-TZVPD basis.

The total energy is -33616.34241 eV. The spin multiplicity is 1. The frontier orbital gap is 0.3586 Ha. The total charge is +2. The strongest force on any atom comes out at 0.005 Eh/bohr. For the energy relative to the best compared isomer or geometry (same formula, charge and spin), the calculation gives 0.000 eV.

Geometry as XYZ:
```
53
C10H31N9O2Pb | the Open Molecules 2025 dataset | the ωB97M-V functional and the def2-TZVPD basis
Pb -1.26581 -1.81600 0.02299
N -1.22115 -1.84652 -2.60314
C -0.19456 -2.77431 -3.10858
C -0.38208 -4.14228 -2.47393
N -0.27206 -4.11253 -0.99650
C 1.08459 -4.34809 -0.46577
C 1.81791 -3.04905 -0.17358
N 1.01819 -2.23883 0.77144
H -0.95479 -0.88594 -2.79792
H -2.11248 -2.02513 -3.05513
H -0.22927 -2.88276 -4.19401
H 0.78060 -2.35975 -2.85447
H -1.37967 -4.50792 -2.72395
H 0.33885 -4.84483 -2.89989
H -0.87987 -4.83895 -0.63897
H 0.99239 -4.90500 0.46954
H 1.67769 -4.95864 -1.15100
H 2.80089 -3.28219 0.23654
H 1.96212 -2.46205 -1.07978
H 0.94784 -2.72189 1.67117
H 1.45561 -1.33470 0.91028
N -0.84934 0.31873 1.71081
C 0.12671 1.28928 1.17520
C -0.18116 2.74183 1.55759
C -1.39279 3.37707 0.85775
C -1.09727 4.13904 -0.43484
N -0.37967 5.40019 -0.21577
C 0.92062 5.62408 -0.41090
N 1.76633 4.63186 -0.63420
N 1.37084 6.88376 -0.35690
C 0.34478 1.09018 -0.33924
O 0.92966 1.99049 -0.94642
O -0.05545 0.00316 -0.87804
H -1.77397 0.73815 1.74497
H -0.61696 0.07866 2.66808
H 1.09779 1.04538 1.61628
H 0.70903 3.34923 1.38679
H -0.35070 2.74949 2.63555
H -1.87636 4.06940 1.55015
H -2.14668 2.61883 0.61747
H -2.03796 4.39900 -0.91810
H -0.53394 3.53242 -1.13867
H -0.94044 6.19692 0.03874
H 1.48748 3.64342 -0.63418
H 2.71860 4.84016 -0.88349
H 0.74811 7.66067 -0.22517
H 2.34682 7.09034 -0.47618
N -0.30051 -3.74587 3.18962
N -1.51060 -3.67528 2.40141
H -0.29003 -4.58351 3.76441
H -0.31503 -2.96395 3.83345
H -2.33321 -3.65353 2.99918
H -1.56965 -4.54220 1.87929
```

Atomic partial charges in e from the natural (NBO) method, atoms 1 to 6: atom 1 (Pb): 1.39, atom 2 (N): -0.87, atom 3 (C): -0.24, atom 4 (C): -0.24, atom 5 (N): -0.66, atom 6 (C): -0.24